The following is a quantum chemistry calculation of a single C6H5FO molecule, from the Open Molecules 2025 dataset.

```
13
Properties=species:S:1:pos:R:3:forces:R:3:nbo_charge:R:1
H -1.39566 -0.97180 1.01128 1.82 -0.67 -0.96 0.2654
C -0.46136 0.91151 -0.78885 1.34 -1.61 -0.29 0.2872
C 0.60084 -0.97130 1.73390 0.89 2.04 1.36 -0.0048
H -0.32288 -2.33676 0.38846 -0.06 -0.28 -0.20 0.2599
H -0.44674 2.65453 -1.77193 0.01 0.94 -0.44 0.2140
C -0.34177 -1.28102 0.60549 -1.00 0.84 1.85 -0.5707
O 0.60026 -1.03855 -1.60187 -0.90 0.85 1.81 -0.5109
H 0.64737 1.32609 -2.54252 -0.17 -0.13 0.16 0.2497
F -1.25628 1.23051 0.23483 -0.32 1.00 -0.21 -0.3164
C 1.24914 -0.40339 2.61639 -1.80 -2.01 -2.90 -0.2300
H 1.93256 -0.00096 3.30393 0.29 0.19 0.52 0.2367
C -0.04110 1.67384 -1.78694 -0.83 0.10 1.02 -0.4013
C 0.00923 -0.50253 -0.66126 0.74 -1.27 -1.71 0.5211
```
Forces are in eV/Å.

## Properties
Total charge: 0
M: 112.10 g/mol
Highest occupied orbital energy: -10.0 eV
SMILES: C#CCC(=O)C(=C)F

=====

The following is a quantum chemistry calculation of a gas-phase ion, C4H9N (charge +1), from the Open Molecules 2025 dataset.

```
14
Properties=species:S:1:pos:R:3:forces:R:3:nbo_charge:R:1
H -0.85411 -0.93318 -2.31577 -0.30 -0.31 0.15 0.2331
H -0.40000 0.62887 -2.89283 0.35 0.44 -0.29 0.2410
H -0.76062 1.48995 -0.49127 -0.56 0.07 -0.59 0.4261
C -1.04570 0.12159 -2.19979 -0.31 0.71 0.37 -0.4241
C 0.54883 0.19490 1.15633 -0.16 -0.36 0.47 0.0173
H 0.58983 -1.05872 2.84258 -0.17 -0.34 -0.15 0.2815
H 1.96971 -0.09575 2.66723 0.24 -0.22 -0.25 0.2663
C 1.27946 -0.70205 2.07022 0.10 0.96 0.26 -0.6891
H 0.22571 -1.24258 -0.38649 0.08 -0.28 -0.22 0.2283
H -2.06579 0.41668 -2.40985 -0.20 -0.27 -0.11 0.2465
N -0.71661 0.53240 -0.83146 1.35 -0.65 0.32 -0.3596
H 1.77838 -1.50538 1.55066 0.08 -0.34 0.10 0.2460
C 0.04563 -0.23368 -0.06376 -0.42 0.42 0.17 0.0690
H 0.31588 1.18122 1.53963 -0.09 0.16 -0.24 0.2179
```
Forces are in eV/Å.

## Properties
Multiplicity: 2
Total charge: +1
M: 71.12 g/mol
Highest occupied orbital energy (alpha / beta): -14.2 / -16.9 eV

=====

The following is a quantum chemistry calculation of 2 unconnected molecules or ions with the total composition C4H7NO2, from the Open Molecules 2025 dataset.

```
14
Properties=species:S:1:pos:R:3:forces:R:3:nbo_charge:R:1
H -1.19449 1.32261 0.53352 0.08 -0.05 0.00 0.1165
C 0.67831 1.07217 1.29794 -0.31 -0.33 0.41 -0.1712
H -2.29855 -1.78145 0.19757 0.10 -0.09 -0.13 0.4030
H -1.34677 -3.18300 -0.09949 -0.02 0.08 0.00 0.3956
C -0.59265 -1.45535 -0.83498 0.10 -0.07 -0.09 0.5405
C 1.39662 1.11597 -0.03073 0.13 -0.07 -0.39 -0.0081
O 1.14391 2.28884 0.66125 -0.02 0.15 0.00 -0.4698
N -1.59719 -2.24153 -0.36693 0.15 -0.03 0.09 -0.8159
H 1.30614 0.75777 2.12904 -0.06 0.05 -0.11 0.2154
H 2.41954 0.74013 -0.01723 -0.19 -0.02 0.05 0.2052
C -0.66143 0.60033 1.18407 0.38 0.38 -0.06 -0.1016
H -0.92800 -0.40692 -0.95572 0.06 -0.11 -0.04 0.1011
H 0.86701 0.96804 -0.97072 0.01 0.04 0.20 0.1993
O 0.52322 -1.81881 -1.14463 -0.41 0.10 0.07 -0.6100
```
Forces are in eV/Å.

## Properties
Total charge: 0
M: 101.10 g/mol
Highest occupied orbital energy: -9.3 eV

=====

The following is a quantum chemistry calculation of 12 unconnected molecules or ions with the total composition C64H72N8O28, from the Open Molecules 2025 dataset.

```
172
Properties=species:S:1:pos:R:3:forces:R:3:lowdin_charge:R:1
O -1.27937 -1.44966 -1.00242 0.86 0.16 0.14 0.0515
H 3.68144 -0.88851 -6.79790 -0.90 0.59 -0.47 0.0680
H 6.75670 1.36052 -2.05650 0.39 -0.30 1.10 0.1051
H -5.94786 -7.84978 1.54508 0.60 0.21 0.12 0.1060
H 5.47711 7.10287 -0.17998 -1.00 -0.52 -0.09 0.1285
H 1.17007 7.33652 -0.44102 0.16 -0.74 0.39 0.1180
C -1.65323 -3.36448 3.52286 -1.08 -1.39 -0.86 -0.0573
H 2.58386 1.65262 5.32207 -0.22 -0.73 0.04 0.1177
O 5.48221 3.17964 0.19369 0.08 0.06 -0.16 0.0600
C -0.01992 0.20044 1.94041 -1.67 0.27 -0.16 -0.0209
H -0.92222 0.15635 2.51823 -0.06 -0.16 0.20 0.0788
C -1.35883 -1.29254 -3.87979 -0.76 -0.24 0.49 -0.0611
H 0.51757 -5.93398 0.54427 0.08 0.36 -0.23 0.1290
H -4.70354 0.50535 5.27596 0.46 0.04 0.00 0.1246
H 2.16855 -4.57278 -0.81883 -0.09 0.22 0.33 0.0775
C 4.37790 5.18436 -0.18636 0.23 1.40 0.21 -0.1500
N -0.93261 -4.17544 -6.85472 -0.10 -2.42 -0.29 -0.3452
C -4.23657 1.41882 5.63569 -0.74 -0.76 -0.65 -0.0074
C -1.79971 -2.58152 -3.61763 0.22 -0.74 -0.95 -0.0323
C -1.25818 2.57664 -1.25774 -2.38 0.25 0.93 -0.5185
O -0.94446 3.51712 -0.54381 0.53 -1.11 -1.19 0.0882
H 4.51094 4.45998 2.87603 0.43 0.33 -0.80 0.0908
C -3.06365 2.26111 0.22767 0.36 0.26 -0.99 -0.2185
O -0.91934 0.85745 4.60308 0.32 0.18 0.46 0.0632
O 2.21691 0.07734 -3.25015 1.13 1.35 -1.66 0.0626
O -4.65237 -6.53403 -0.26114 -0.55 -1.27 -1.83 0.1482
C 0.35742 2.92094 -2.92126 0.43 0.16 -1.46 -0.0353
H -4.99702 -7.81385 3.09462 -0.20 -0.21 -0.26 0.0965
C -2.83659 6.01067 0.55719 0.57 1.40 -2.41 -0.0418
H -4.23906 6.45553 -1.05389 0.11 0.09 -0.13 0.1026
H -6.24379 6.20350 0.42610 0.46 0.03 0.19 0.1071
C 4.48336 6.60807 -0.24426 0.23 -1.16 0.01 0.0148
C 1.95437 4.91281 5.00273 -0.33 -0.70 0.28 -0.0133
C -4.53709 3.56968 6.60509 -1.17 -0.17 -0.46 -0.0715
H 0.90012 -3.42544 -1.28547 0.33 -0.33 1.18 0.0862
H -6.12630 2.16991 6.15578 -0.34 0.09 0.22 0.1064
H -5.43380 -3.67212 -1.72086 0.21 0.07 0.02 0.0843
H 2.87504 -4.83388 -4.81264 0.05 0.43 0.13 0.1029
H -2.85849 4.80504 6.74823 0.42 -0.17 -0.19 0.1202
O 0.79383 1.99742 6.75580 0.07 2.09 -0.18 0.0478
C 2.04124 5.30834 -0.23792 -2.16 -0.17 0.45 -0.0734
C 3.68357 4.20793 3.48927 0.39 -0.50 1.13 -0.0481
H -2.32809 2.12846 1.02160 -0.29 0.33 0.31 0.1218
H -2.74150 -8.40214 -1.56930 0.00 0.11 -0.83 0.0953
O 0.42151 4.09018 7.25453 0.35 -0.40 -0.77 0.0705
O -1.21887 4.69458 3.27758 -0.17 0.04 0.06 0.0701
H 1.62300 -3.10030 4.41633 -0.76 -0.20 -0.23 0.1285
C -4.10328 6.22853 -0.01125 -0.96 -1.00 1.83 -0.0374
O 2.01031 1.03702 -5.22160 1.57 -0.60 2.22 0.0261
H 1.06620 -0.81547 -1.06417 0.02 -0.21 -0.12 0.1084
O 3.18806 -3.50723 -3.14295 -0.80 -0.84 -2.18 0.0017
C 1.27632 -4.06340 -0.43130 -0.78 -0.48 -0.70 -0.0414
O -4.66081 -6.21502 1.97804 -0.21 0.63 -1.32 -0.0263
O 6.59092 5.03958 0.32804 -0.25 -0.82 -0.23 0.0643
C 2.90403 5.20791 4.05195 0.28 0.59 -0.99 -0.0517
C -5.23685 6.05633 0.83390 0.53 0.12 -0.44 -0.0446
H 2.90488 1.81210 1.77826 -0.08 -0.43 -0.28 0.0853
H -2.52116 -2.75555 3.36329 -0.36 0.22 0.03 0.0987
O -2.40078 1.81948 -0.98463 2.18 0.62 -0.77 -0.0002
N -1.26965 -1.02041 0.13403 0.05 0.41 0.37 -0.2802
N -1.35038 5.59165 2.46057 -1.09 -1.25 0.51 -0.3401
C -3.59596 -4.09003 -0.59472 -0.05 0.68 0.08 -0.2081
N 0.91950 3.21961 6.55751 0.38 -1.41 -0.19 -0.3194
O 4.90574 -2.20031 -2.94624 0.31 0.28 -0.81 0.1138
C 0.18880 -5.08951 -0.08197 -0.65 0.73 0.42 -0.2014
C 3.60413 2.88773 3.96554 0.39 0.78 -1.20 -0.0790
H 3.04169 6.24947 3.73526 -0.05 -0.51 0.12 0.1212
H -2.73364 -3.49537 -0.39455 0.72 0.47 0.29 0.0804
C 5.87047 2.45021 -5.11462 0.18 0.56 1.82 -0.0326
H 6.05026 -2.29525 -5.68616 -0.09 0.05 0.23 0.1414
C 1.04808 0.96621 2.31214 -0.06 1.00 1.40 -0.0522
C -5.06727 5.71086 2.19310 0.40 0.35 -1.43 -0.0637
C 4.05748 1.33301 -4.07941 -0.27 -1.30 1.67 -0.1565
C 1.80205 3.60396 5.37807 0.28 -0.74 0.58 -0.1103
H -0.67865 -4.61402 0.42562 0.69 -0.11 0.10 0.1157
C 4.13447 -2.75538 -3.69279 0.52 0.67 1.36 -0.6190
H 1.22352 2.41411 -2.52349 0.57 0.32 -0.05 0.0798
H -4.90661 1.45204 -0.45646 -0.70 0.21 -0.62 0.0733
C -2.88658 1.67421 5.48919 -1.21 -0.35 -0.40 -0.1217
C -3.20723 3.83516 6.41087 -0.09 1.00 1.04 -0.0690
H -3.69257 -7.31090 -2.61763 0.83 -0.60 -0.11 0.0975
C 6.13531 1.52838 -2.88811 1.08 1.34 -1.00 -0.0683
H 3.89926 2.09813 -5.98014 -0.23 0.26 -0.80 0.1105
N 2.67134 0.76561 -4.18310 -1.63 -0.24 -0.23 -0.2684
H -2.10037 -4.58935 -4.52702 0.33 0.43 0.34 0.1268
H -1.90931 6.16668 -0.01905 -0.64 -0.17 0.17 0.1295
H 1.66975 -4.78752 -3.51621 -0.03 0.08 -0.15 0.0854
H 1.49100 -3.49992 0.48865 0.15 0.06 -0.53 0.0794
H -5.23108 4.27668 7.03001 0.19 0.38 0.13 0.1086
O -0.36533 -5.59096 -1.30761 0.51 -0.46 0.23 0.0185
O -2.74018 -0.07807 4.00258 -0.36 -0.50 -0.07 0.0833
H 3.00043 0.44646 -0.39067 0.55 -0.03 -0.05 0.0870
C 6.64765 2.29327 -3.93278 -1.19 -0.54 -1.99 -0.0322
C 5.08928 -1.77798 -5.65302 0.66 -0.65 2.45 -0.2151
N 1.92520 -5.56524 3.90719 3.80 -0.82 0.26 -0.3081
C 4.86051 1.10350 -2.94539 -2.71 -1.16 0.77 -0.0145
H -0.05636 -1.74772 -6.93856 -0.22 -0.31 0.30 0.1322
H 4.38577 -2.42634 -7.44869 -0.26 1.12 0.06 0.1150
C -0.49070 -2.77334 3.89199 1.26 -1.29 0.73 -0.0543
H 5.14960 -0.86844 -5.07682 0.38 -0.02 0.74 0.0985
C -2.71181 5.73641 1.86313 0.26 -1.09 1.60 -0.1597
H -0.43695 -0.00702 -5.39428 -0.19 -0.64 0.81 0.1142
H -5.13301 -2.55424 -0.40806 -0.03 0.18 0.58 0.0749
C 2.62702 2.60414 4.84819 -1.17 -0.06 1.99 -0.0456
C -1.64731 -3.59367 -4.58733 -0.98 0.04 1.09 0.0268
H -3.30811 3.31133 0.03457 0.09 -0.06 0.58 0.1100
C 2.12535 1.10240 1.48832 1.13 0.02 -0.64 -0.0446
H -0.52268 -1.75158 4.14086 0.34 1.16 0.14 0.0715
H -2.51572 -8.48905 -3.39435 0.16 0.30 0.18 0.0894
C -1.74582 -4.76177 3.30661 2.04 0.64 0.47 -0.0348
H 0.35616 3.99500 -2.76357 -0.25 0.00 1.01 0.0913
H 0.97291 1.55325 3.23812 0.14 -0.46 -0.43 0.0980
C -0.02513 -0.31725 0.68611 -0.90 -1.86 -0.93 -0.1117
H 7.64023 2.70348 -3.92720 0.25 0.07 0.21 0.1041
O 2.93154 -4.81461 4.04104 -1.95 -1.35 -0.25 0.0221
C -4.64913 -3.15109 -1.16011 0.06 -0.47 -0.62 -0.0362
O -1.72089 -5.11318 -6.86569 -0.24 0.48 0.29 0.0665
H 3.33639 8.38681 -0.30822 0.04 0.54 -0.27 0.0987
H 1.70739 -3.43129 -4.67379 0.41 -0.25 0.09 0.0905
O 2.08106 -6.79955 3.87683 -1.52 1.95 -0.10 0.0626
C -3.80857 5.48073 2.67356 0.51 0.99 0.34 -0.0150
O -0.47339 6.33269 2.13561 0.74 1.01 -0.76 0.0963
H -1.62340 -0.49061 -3.21850 0.18 0.16 0.41 0.0965
C -0.58186 -5.50999 3.45117 0.88 -1.14 0.40 0.0061
C -4.98582 -7.59110 2.02346 0.76 -0.84 0.75 -0.0565
C 3.29129 7.31982 -0.34785 0.53 -0.24 0.44 -0.0755
N 5.57538 4.38758 0.10618 0.64 1.00 0.31 -0.3503
C -2.71379 -7.84968 -2.53228 -0.68 0.84 1.13 -0.0141
H -4.10315 -8.07153 1.56036 -0.89 -0.53 0.15 0.1060
C 3.16657 4.53193 -0.17238 0.90 -0.19 -0.06 -0.0129
H 3.16790 3.44484 -0.07038 -0.28 0.41 0.00 0.1105
O -0.05130 -4.09111 -7.68686 0.22 0.97 0.13 0.0718
H -3.26591 -4.84319 -1.30681 -0.42 -0.33 0.12 0.1141
H 5.31158 -0.93712 -7.55987 0.06 0.44 0.02 0.0915
O 4.09379 -2.67210 -5.03005 0.53 0.41 0.15 0.0079
H 1.08938 4.81487 -0.08066 -0.11 -0.09 -0.38 0.0880
C -0.73668 -1.02156 -5.06092 0.71 1.91 -1.15 -0.0748
H -5.82389 5.72176 2.93903 -1.01 -0.21 -0.02 0.1000
C -1.29090 -6.53428 -1.16046 -0.86 0.48 -0.74 -0.6075
C 2.04897 6.68948 -0.32042 0.88 0.39 -0.58 -0.0555
H -2.31134 -2.77876 -2.70523 -0.15 -0.23 0.41 0.0579
C 2.32144 -4.17121 -4.13984 -0.54 -0.16 1.15 0.0036
H 4.42834 0.60138 -2.06862 0.19 -0.01 -0.67 0.1139
H -4.11413 -2.45234 -1.81336 -0.35 -0.11 -0.08 0.0646
H -0.59231 -6.62396 3.42945 -0.03 1.00 -0.39 0.1323
H -3.95298 0.39322 0.57017 -0.59 0.41 0.26 0.0675
H 0.34687 2.90408 -4.03538 -0.09 -0.80 0.77 0.1044
C 0.67396 -3.55326 4.08686 0.20 1.74 -0.32 0.0110
C 0.66096 -4.88332 3.77150 -2.06 -0.26 0.14 -0.1707
C 1.09818 -0.34975 -0.09384 -0.53 -0.23 -1.30 -0.0248
H -1.34642 3.07438 5.61946 -0.20 0.20 0.22 0.0953
H -4.76736 1.87127 1.27428 -0.68 -0.26 0.46 0.0762
H 6.25902 3.12200 -5.86063 -0.04 -0.23 -0.49 0.1004
N -2.12263 0.73010 4.65570 0.23 0.63 0.29 -0.3116
C -2.38523 2.88785 5.86769 1.82 -0.17 -0.81 -0.0114
O -1.78577 -6.95262 -0.13808 0.83 0.12 -0.39 0.1160
C -5.07610 2.38588 6.13108 0.37 -0.28 0.48 -0.0648
O -0.75182 2.18438 -2.42674 -0.76 0.39 0.64 0.0114
C -1.02376 -3.24207 -5.74426 0.31 -0.26 -1.07 -0.2006
O -3.93360 -4.62391 0.69702 -0.21 -0.63 -0.45 0.0389
C -4.43313 -5.87021 0.67987 0.39 2.22 2.46 -0.6182
C 4.57877 -1.43783 -6.94120 -0.40 -2.02 -2.71 -0.0769
H 4.27469 2.07961 3.67237 -0.02 0.47 -0.16 0.1259
O -1.67588 -6.82321 -2.41821 -0.44 -1.13 0.07 -0.0244
H -3.71027 5.36766 3.73077 0.40 -0.48 0.46 0.1067
H -2.64385 -5.25386 3.03630 -0.77 -0.19 -0.15 0.0801
C -0.54252 -1.99763 -5.99225 0.83 0.75 -1.03 -0.0293
O -2.24851 -1.08861 0.84571 0.15 0.14 0.66 0.0651
C -4.29692 1.43168 0.41463 1.59 -0.73 0.30 -0.0421
C 2.18724 0.35945 0.29771 0.44 1.20 0.70 -0.0361
H 1.35699 5.63600 5.48356 -0.51 0.91 0.33 0.1101
C 4.54888 1.97874 -5.15057 1.31 0.77 -0.95 -0.0293
```
Forces are in eV/Å.

## Properties
Total charge: 0
M: 1401.31 g/mol
Highest occupied orbital energy: -9.5 eV
SMILES: O=[N+]([O-])c1ccccc1.O=[N+]([O-])c1ccccc1.O=[N+]([O-])c1ccccc1.O=[N+]([O-])c1ccccc1.O=[N+]([O-])c1ccccc1.O=[N+]([O-])c1ccccc1.O=[N+]([O-])c1ccccc1.O=[N+]([O-])c1ccccc1.CCOC(=O)OC.CCOC(=O)OC.CCOC(=O)OC.CCOC(=O)OC

=====

- What is the M in the third record?
  101.10 g/mol

=====

- What is the total charge in the first record?
  0

=====

- Number 4 is which compound?
  C64H72N8O28

=====

- What is the formula in the second record?
  C4H9N